ORCA calculation (ωB97M-V/def2-TZVPD) on C41H48BiGeI2N2O7S as an isolated structure.

Each line ends with the Löwdin spin population.
Geometry (Å):
Bi1 -1.26 0.95 0.58  0.0007
C1 -3.42 1.46 -2.81  0.0000
C2 -1.98 1.92 -2.96  0.0000
C3 -1.87 3.10 -3.93  0.0000
C4 -1.10 0.77 -3.43  0.0000
O1 -1.45 2.31 -1.68  0.0000
Ge1 -2.14 3.70 -0.64  0.0000
O2 -0.69 3.24 0.55  0.0005
C5 0.41 4.09 0.92  0.0000
C6 1.54 3.86 -0.09  0.0001
C7 -0.04 5.55 0.90  0.0000
C8 0.86 3.70 2.32  0.0000
O3 -3.10 2.32 0.42  0.0001
C9 -4.16 2.66 1.36  0.0000
C10 -3.54 3.39 2.55  0.0000
C11 -4.79 1.35 1.78  0.0000
C12 -5.17 3.54 0.64  0.0000
H1 -3.83 1.15 -3.78  0.0000
H2 -4.05 2.27 -2.43  0.0000
H3 -3.49 0.62 -2.13  0.0000
H4 -2.20 2.81 -4.93  0.0000
H5 -0.84 3.44 -3.99  0.0000
H6 -2.49 3.93 -3.60  0.0000
H7 -1.41 0.43 -4.42  0.0000
H8 -1.18 -0.08 -2.75  0.0000
H9 -0.06 1.09 -3.49  0.0000
H10 1.20 4.08 -1.10  0.0000
H11 1.86 2.81 -0.05  0.0000
H12 2.40 4.49 0.14  0.0000
H13 -0.33 5.87 -0.11  0.0000
H14 0.78 6.19 1.23  0.0000
H15 -0.88 5.70 1.57  0.0000
H16 1.27 2.69 2.33  0.0000
H17 0.02 3.73 3.01  0.0000
H18 1.64 4.39 2.66  0.0000
H19 -2.79 2.77 3.04  0.0000
H20 -4.32 3.63 3.28  0.0000
H21 -3.07 4.32 2.23  0.0000
H22 -4.06 0.69 2.26  0.0000
H23 -5.21 0.82 0.92  0.0000
H24 -5.59 1.53 2.50  0.0000
H25 -4.75 4.50 0.36  0.0000
H26 -6.02 3.73 1.30  0.0000
H27 -5.54 3.04 -0.25  0.0000
I1 -1.21 1.70 5.81  -0.0006
C13 0.20 0.65 4.70  -0.0018
C14 1.30 0.06 5.36  0.0070
C15 2.26 -0.60 4.65  -0.0023
I2 3.86 -1.44 5.69  -0.0006
C16 2.15 -0.72 3.24  0.0068
C17 3.10 -1.37 2.39  -0.0003
C18 2.88 -1.48 1.06  0.0092
C19 1.67 -0.97 0.52  0.0193
N1 0.82 -0.29 1.26  0.0239
C20 1.03 -0.17 2.61  0.0014
C21 0.03 0.56 3.33  0.0041
O4 -0.96 1.16 2.70  0.0024
H28 1.37 0.15 6.43  0.0005
H29 3.99 -1.78 2.83  -0.0001
H30 3.59 -1.98 0.41  0.0030
H31 0.31 -1.27 -0.97  0.0048
C22 1.02 -6.65 2.14  0.0000
C23 0.15 -5.50 1.70  0.0000
C24 0.19 -4.29 2.39  0.0001
C25 -0.62 -3.23 2.01  0.0000
C26 -1.47 -3.38 0.92  -0.0001
C27 -1.53 -4.58 0.23  0.0000
C28 -0.72 -5.63 0.63  0.0000
S1 -2.40 -2.01 0.32  0.0002
O5 -3.72 -2.46 -0.03  0.0003
O6 -1.63 -1.44 -0.81  0.0021
O7 -2.37 -1.01 1.43  0.0001
H32 2.05 -6.32 2.29  0.0000
H33 1.02 -7.45 1.40  0.0000
H34 0.67 -7.07 3.08  0.0000
H35 0.85 -4.17 3.24  0.0000
H36 -0.61 -2.30 2.56  0.0000
H37 -2.21 -4.69 -0.61  0.0000
H38 -0.77 -6.58 0.10  0.0000
N2 1.31 -1.19 -0.79  0.0876
C29 2.21 -1.53 -1.81  0.3609
C30 3.38 -0.68 -1.94  0.0256
C31 3.33 0.66 -1.56  0.0625
C32 4.45 1.47 -1.65  -0.0056
C33 5.65 0.96 -2.10  0.0734
C34 5.73 -0.38 -2.47  -0.0061
C35 4.61 -1.19 -2.39  0.0631
C36 1.85 -2.62 -2.67  0.0206
C37 2.34 -2.71 -3.99  0.0752
C38 1.96 -3.75 -4.82  -0.0076
C39 1.07 -4.72 -4.36  0.0882
C40 0.57 -4.64 -3.07  -0.0073
C41 0.94 -3.60 -2.24  0.0761
H39 2.39 1.08 -1.22  0.0027
H40 4.37 2.52 -1.36  -0.0019
H41 6.53 1.59 -2.17  0.0046
H42 6.67 -0.80 -2.81  -0.0020
H43 4.69 -2.24 -2.65  0.0018
H44 3.00 -1.94 -4.37  0.0027
H45 2.34 -3.80 -5.83  -0.0025
H46 0.77 -5.53 -5.01  0.0055
H47 -0.13 -5.38 -2.71  -0.0025
H48 0.55 -3.56 -1.23  0.0039

## Properties
E_tot = -150005.329 eV
HOMO energy (spin up / spin down) = -6.7061 / -8.0268 eV
2S+1 = 2
Energy relative to the best compared isomer or geometry (same formula, charge and spin) = 0.00 kJ/mol
HOMO-LUMO gap (spin up / spin down) = 6.39 / 7.11 eV
LUMO (spin up / spin down) = -0.32 / -0.92 eV
Net charge = 0

***

ORCA calculation (ωB97M-V/def2-TZVPD) on an isolated molecule of C5H6O.

Each line ends with the natural charge from an NBO analysis.
Geometry (Å):
O1 -1.18 1.26 0.00  -0.7133
C1 -1.12 0.07 0.73  -0.0478
C2 -0.59 -1.12 -0.11  -0.5573
C3 0.89 -1.17 0.01  0.1373
C4 1.59 -0.07 -0.39  -0.2213
C5 2.26 0.90 -0.74  -0.1462
H1 -0.28 1.50 -0.27  0.4781
H2 -2.14 -0.16 1.05  0.1943
H3 -0.89 -0.91 -1.15  0.2493
H4 -1.06 -2.06 0.19  0.2162
H5 -0.52 0.18 1.64  0.1659
H6 3.05 1.59 -0.95  0.2449

## Properties
E_tot = -7324.283 eV
HOMO energy (spin up / spin down) = -8.4787 / -8.4507 eV
Energy relative to the best compared isomer or geometry (same formula, charge and spin) = 482.54 kJ/mol
HOMO-LUMO gap (spin up / spin down) = 7.18 / 7.17 eV
LUMO (spin up / spin down) = -1.30 / -1.28 eV
Net charge = 0

***

ORCA calculation (ωB97M-V/def2-TZVPD) on a 2-piece molecular cluster, C3H12NS overall in a non-equilibrium geometry.

Each line ends with the natural charge from an NBO analysis.
Geometry (Å):
C1 1.06 -2.32 0.55  -0.4195
N1 1.67 -1.00 0.16  -0.7069
H1 1.74 -3.12 0.41  0.2401
H2 0.78 -2.24 1.59  0.2385
H3 0.09 -2.44 0.00  0.2370
H4 0.95 -0.17 0.36  0.4442
H5 1.92 -1.00 -0.85  0.4359
H6 2.53 -0.83 0.66  0.4368
C2 -1.08 1.63 -1.38  -0.6119
C3 -1.58 1.19 -0.02  -0.4785
S1 -0.21 1.18 1.24  -0.1326
H7 -0.30 0.89 -1.76  0.1768
H8 -0.58 2.64 -1.39  0.2348
H9 -1.85 1.64 -2.09  0.2382
H10 -2.33 1.92 0.38  0.2451
H11 -1.97 0.20 -0.05  0.2153
H12 -0.86 1.84 2.21  0.2067

## Properties
E_tot = -15623.953 eV
HOMO energy = -13.4233 eV
Energy relative to the best compared isomer or geometry (same formula, charge and spin) = 61.05 kJ/mol
HOMO-LUMO gap = 9.96 eV
LUMO = -3.46 eV
Net charge = +1

***

ORCA calculation (ωB97M-V/def2-TZVPD) on an isolated molecule of C5H8OS in a non-equilibrium geometry.

Each line ends with the natural charge from an NBO analysis.
Geometry (Å):
C1 -2.21 -0.88 -0.07  -0.6398
C2 -0.70 -0.78 -0.08  0.3134
C3 0.20 -1.72 0.24  -0.4486
S1 1.85 -1.09 0.18  0.1577
C4 1.13 0.63 -0.36  0.0353
C5 1.53 1.80 0.36  -0.6677
O1 -0.27 0.51 -0.24  -0.5162
H1 -2.56 -0.57 -1.08  0.2237
H2 -2.72 -0.39 0.69  0.2254
H3 -2.37 -1.98 0.06  0.2177
H4 0.08 -2.69 0.38  0.2221
H5 1.25 0.73 -1.46  0.1788
H6 1.13 1.59 1.34  0.2335
H7 1.06 2.71 -0.07  0.2299
H8 2.60 2.14 0.12  0.2347

## Properties
E_tot = -18195.808 eV
HOMO energy = -7.6128 eV
Energy relative to the best compared isomer or geometry (same formula, charge and spin) = 144.23 kJ/mol
SMILES = CC1=CS[C@H](C)O1
HOMO-LUMO gap = 8.57 eV
LUMO = 0.95 eV
Net charge = 0

***

ORCA calculation (ωB97M-V/def2-TZVPD) on C6H12CsO4S as an isolated structure in a non-equilibrium geometry.

Each line ends with the Löwdin charge.
Geometry (Å):
Cs1 -0.05 -0.68 2.29  0.9142
O1 0.54 -3.71 0.97  -0.4593
C1 -0.13 -4.14 2.10  -0.5647
C2 -1.72 -4.17 2.15  -0.5067
O2 -2.49 -3.01 2.15  -0.4792
H1 0.25 -3.46 2.90  -0.0069
H2 0.26 -5.13 2.44  0.0599
H3 -1.94 -4.84 3.01  0.0538
H4 -2.08 -4.79 1.30  0.0689
C3 0.95 3.43 -0.84  -0.2010
C4 -0.50 2.93 -0.74  -0.2272
C5 -0.71 1.89 -1.83  -0.2109
S1 0.78 0.84 -1.69  0.6881
O3 1.12 0.29 -2.98  -0.3148
O4 0.67 -0.01 -0.51  -0.4561
C6 1.86 2.25 -1.29  -0.2059
H5 1.39 3.79 0.09  0.1076
H6 1.00 4.20 -1.60  0.1079
H7 -1.20 3.76 -0.81  0.1129
H8 -0.68 2.48 0.24  0.1066
H9 -0.60 2.29 -2.83  0.1044
H10 -1.67 1.39 -1.73  0.1146
H11 2.35 2.51 -2.22  0.0944
H12 2.59 1.88 -0.58  0.0995

## Properties
E_tot = -25986.383 eV
HOMO energy = -1.2827 eV
HOMO-LUMO gap = 2.65 eV
LUMO = 1.36 eV
Net charge = -1